# 1
ORCA calculation (ωB97M-V with the def2-TZVPD basis set) on C40H34Br2N8O9P2PmS as an isolated structure at a distorted geometry.

Structure (XYZ):
```
97
Properties=species:S:1:pos:R:3:forces:R:3
C 12.950073 14.569976 8.865694 0.373 -1.003 -0.061
C 14.166069 17.391906 11.368862 0.900 0.867 -0.389
S 9.859382 10.093149 7.235500 0.852 -1.179 0.289
O 7.784929 14.293148 11.948720 0.461 -0.561 0.899
C 10.991400 12.469407 10.295398 -1.598 0.945 -0.720
Pm 9.679007 15.585884 11.747435 -0.139 1.343 -0.171
O 8.382606 16.140301 9.731082 -0.348 0.155 -0.291
H 13.333369 13.547973 8.899805 0.099 -0.016 0.233
Br 6.294606 17.303956 7.656370 -0.343 -0.212 -0.178
C 12.754554 18.930924 9.817906 0.602 1.209 -0.826
H 11.821233 10.700605 9.482794 -0.001 -0.095 -0.318
C 10.743798 18.377935 8.265712 -0.063 1.666 -0.603
C 9.411972 18.231858 15.518853 0.822 -1.446 0.406
H 4.410651 15.214970 12.475426 -0.730 -1.696 -1.188
N 10.919062 16.531996 9.793246 0.356 -1.275 0.563
N 12.976140 15.272334 9.907783 -0.784 0.348 0.637
H 4.072749 15.450781 14.141314 -0.850 -0.612 0.401
C 9.210944 19.598065 15.598964 -0.223 0.760 0.139
H 8.112656 19.443142 6.453843 -0.740 -0.105 -0.073
C 10.185991 12.281039 13.377963 1.081 0.464 -0.047
Br 10.662552 20.800325 6.645072 -0.394 -0.780 0.173
H 9.613805 11.903835 12.513549 0.131 0.625 0.556
H 11.683537 12.557405 11.094170 0.733 -0.031 0.487
N 4.503930 15.759068 13.300265 1.655 3.189 0.905
H 4.259597 16.757674 13.055206 0.064 -0.582 0.533
H 12.506765 13.697587 16.016049 -0.069 0.208 0.156
N 11.203105 17.850778 12.446126 0.500 -0.193 -0.983
O 11.386987 15.843809 16.136273 -0.422 -0.171 -0.692
H 14.104078 16.492001 11.938916 -0.251 -0.324 0.936
O 6.116878 16.547462 10.951732 -2.017 0.847 1.420
H 12.623526 6.201154 8.794181 0.938 -0.044 -0.317
H 12.166700 16.674735 6.269287 -0.209 -0.234 -0.531
C 12.469718 14.969716 7.564651 -0.204 -0.099 -0.793
C 9.061325 13.357717 9.336447 1.017 -1.397 0.677
O 6.643301 13.148185 14.006051 -0.824 -0.664 -0.618
H 10.472839 20.521314 12.593094 0.031 -0.317 0.154
H 12.641630 19.216496 7.622609 -0.229 0.116 0.012
C 12.209482 18.562001 8.375524 1.220 -0.449 0.905
H 9.319794 6.822252 10.936799 0.033 0.526 -0.504
H 8.179672 12.252055 7.668294 1.003 0.051 0.896
P 6.508857 14.081493 12.717996 -1.705 1.449 -2.284
C 8.829173 17.067259 8.901736 -1.153 -0.066 -0.214
C 10.045418 17.661061 14.393859 -1.087 0.278 0.959
O 5.604930 18.274644 12.700755 -0.597 0.652 0.606
C 11.562479 7.938660 8.067160 -0.002 -0.229 0.251
C 10.978130 11.401127 14.114705 -0.551 0.368 -1.164
C 9.025850 12.319981 8.403409 -0.731 1.108 -0.396
C 10.931027 14.100176 14.646725 0.839 -0.933 -0.747
H 7.408039 13.445280 14.454505 1.640 0.194 1.213
H 11.135333 10.384976 13.777470 -0.522 -0.187 0.329
C 10.376028 8.636210 8.241039 -0.451 0.747 -0.198
C 10.199032 19.870949 13.424841 -0.256 2.107 0.071
C 6.613473 16.053390 14.875035 -0.394 -0.314 -0.811
N 11.083177 6.552329 9.989932 -0.246 -0.427 -0.539
H 9.229378 17.549234 16.381663 -0.175 0.722 -0.759
N 10.189462 16.270046 14.148253 0.300 -0.092 1.166
H 14.389004 18.318980 11.947554 0.056 -0.917 -0.039
C 12.824279 17.128771 8.297842 -1.336 1.798 0.889
C 12.340322 16.588377 9.654566 1.267 -0.002 0.580
C 6.034371 15.784953 13.480777 0.796 -1.333 -0.998
H 6.191965 17.031056 15.158464 0.502 -0.413 0.674
C 10.412726 18.529094 13.367666 0.849 -1.255 0.320
P 6.522783 17.177405 12.366968 1.315 -1.550 -1.882
C 11.803556 6.866359 8.928869 0.333 0.332 -0.072
H 9.306029 21.482235 14.595130 0.372 0.135 -0.130
C 8.115310 17.725569 7.884058 0.108 0.181 0.738
C 8.627868 18.827972 7.160890 0.172 -0.400 0.416
C 9.928761 7.179924 10.089497 -1.008 0.161 0.981
H 12.271787 14.161062 6.914443 -0.326 -0.629 -0.899
C 11.051105 11.449117 9.362560 0.348 0.373 0.903
C 11.834551 13.279313 15.286332 -0.084 1.143 1.463
C 10.052232 11.404037 8.418249 -0.698 -1.109 -0.583
H 6.414573 15.199001 15.525492 -0.461 0.409 0.461
C 12.420672 16.247165 7.218528 -0.105 -0.295 0.012
H 12.327477 8.204169 7.351302 -0.236 0.052 -0.239
C 10.199299 17.367436 9.020401 0.217 -0.387 -0.719
C 11.834162 18.298887 11.458848 -0.506 -0.454 0.485
H 8.542835 8.674306 9.374890 0.100 -0.077 0.005
O 8.033110 17.227065 12.408471 -0.118 0.118 0.276
C 9.505731 8.194262 9.236011 0.055 0.075 0.152
H 13.687558 19.548526 9.780852 -0.914 -0.154 0.016
H 7.724852 16.075533 14.788668 -0.730 0.437 -0.140
H 12.500786 11.327470 15.577834 0.245 -0.273 0.195
H 13.884071 17.234050 8.257335 1.207 -0.036 0.359
C 9.916095 19.147921 7.424525 1.482 0.351 0.082
N 10.017940 13.417537 10.297524 0.191 -0.754 -0.888
H 6.833942 16.297730 10.371626 1.509 -0.308 -0.897
O 11.765014 19.494380 10.811959 1.202 -0.872 -0.852
N 10.266290 13.624170 13.598338 -1.677 -0.782 -0.513
O 5.356859 13.626531 11.864107 0.305 0.232 1.354
C 10.846615 15.522140 15.059720 -0.391 1.700 -0.258
C 9.620750 20.448673 14.554496 -0.958 -1.155 0.347
C 11.800448 11.957956 15.063064 0.935 -1.686 -0.103
H 8.266889 14.053232 9.416570 -0.463 0.739 -0.078
C 12.904275 17.625968 10.619045 -1.426 1.418 -0.154
H 8.684920 20.021853 16.477904 0.478 -0.293 -0.589
H 15.002751 17.186299 10.697370 0.050 0.270 -0.232
```
Positions in Å, forces in eV/Å.

Values from the calculation:
Multiplicity   5
Energy   -9497.611787 a.u.
Total charge   -1
Molar mass   1169.6 g mol⁻¹
E_LUMO (alpha / beta)   1.68 / 1.68 eV

---

# 2
ORCA calculation (ωB97M-V with the def2-TZVPD basis set) on a 8-piece molecular cluster, C5H26NO8 overall at a distorted geometry.

Structure (XYZ):
```
40
Properties=species:S:1:pos:R:3:forces:R:3
H 0.279763 1.578988 3.336220 -0.277 0.660 -0.256
H -2.503155 2.055047 1.795224 0.854 1.137 -0.704
O 1.666178 0.098685 2.652599 -0.383 0.401 -0.285
C -0.589510 -1.296421 -0.539878 0.721 -0.680 -1.859
H 2.197362 -3.347506 0.075113 1.160 0.070 -0.397
O -2.517480 1.418126 2.482433 -1.797 -2.071 1.412
H 2.207722 2.108779 1.462456 -1.186 0.062 -1.070
H 0.756460 1.603965 -2.033326 -0.132 0.764 -1.110
H -3.858721 -0.883384 0.369721 0.148 2.136 0.032
H -0.554476 1.098574 -1.911240 -1.469 -1.771 0.533
H -0.660775 -0.159381 -0.472066 0.496 -1.676 1.323
H 2.027434 1.516395 -0.531559 0.085 -0.468 -1.622
H -3.680036 0.449105 1.184218 0.427 -0.042 0.371
H 1.483826 -0.380342 -2.620403 1.474 -0.103 2.072
H -1.861884 -2.553716 -1.962249 1.110 1.336 -0.245
O -0.195826 2.333416 2.918822 1.872 -0.565 -1.213
H -0.985693 -1.987686 0.247599 -0.269 1.609 -0.174
O -3.804772 0.119549 0.288255 -0.595 -2.304 -0.416
H -0.845475 2.129998 0.235923 2.309 -0.221 1.109
C 1.193845 -3.018586 0.197376 -0.496 -0.385 0.576
H 1.623789 -0.184597 0.224029 0.824 -1.949 -1.904
H 3.172409 -0.632442 -2.061736 1.599 0.677 -0.758
C 0.868001 -1.907074 -0.771147 0.294 1.605 1.374
H 0.649728 -3.929803 -0.114420 -0.558 0.308 1.161
H -1.095883 -0.976405 -2.764153 0.314 -0.983 0.779
H -1.265768 2.304044 -1.300163 -0.600 0.431 3.343
C -1.437447 -1.494603 -1.829527 -3.113 0.450 0.577
O 1.419698 1.864539 0.899807 1.515 0.219 0.002
O 2.175483 1.226892 -1.583685 0.968 -0.114 2.442
H -2.397716 -0.881465 -1.609033 1.208 -0.973 -0.342
H 1.198612 -2.634080 1.284133 -0.837 -0.952 -1.541
H -1.793477 1.500021 3.126322 -0.008 0.795 -1.186
C 2.275228 -0.194552 -1.708464 -2.917 0.964 -2.327
N 2.009960 -0.920106 -0.503633 -2.875 1.056 1.196
O -1.590846 2.254760 -0.291457 -1.830 0.553 -3.897
O -0.160574 1.725076 -2.475798 1.450 0.650 -0.454
H 2.047048 -0.725776 2.353392 0.096 -0.107 -0.162
H 0.264965 2.277841 1.953857 -0.759 0.215 2.198
H 1.457821 0.701152 1.813060 0.334 -0.838 1.009
H 0.824182 -2.257024 -1.816623 0.840 0.103 0.413
```
Positions in Å, forces in eV/Å.

Values from the calculation:
Energy relative to the best compared isomer or geometry (same formula, charge and spin)   80.4 kcal per mole
Energy   -862.740964 a.u.
Total charge   -1
Molar mass   228.3 g mol⁻¹
E_LUMO   3.22 eV